Below is a cluster of 2 separate species, C3H8O in total in a non-equilibrium geometry, with properties calculated with ωB97M-V/def2-TZVPD.

Properties
energy relative to the best compared isomer or geometry (same formula, charge and spin)	2.050	eV
SMILES	C=C.CO
orbital gap	10.76	eV

Geometry (Å):
O1 -2.25962 1.14332 -1.43527
C1 3.45603 -0.83290 1.73219
C2 2.43253 0.08887 1.88256
C3 -3.16013 0.31684 -2.12737
H1 -3.59885 0.95910 -2.83839
H2 2.21708 0.38276 2.92665
H3 -2.07857 0.76825 -0.50367
H4 3.77274 -1.27600 0.81295
H5 3.89764 -1.26115 2.68294
H6 1.89888 0.35934 0.91210
H7 -2.61061 -0.51003 -2.48056
H8 -3.96712 -0.13840 -1.56413

For each atom in turn, the Mulliken charge in e is:
1 O -0.511
2 C -0.503
3 C -0.365
4 C -0.511
5 H 0.213
6 H 0.226
7 H 0.301
8 H 0.263
9 H 0.184
10 H 0.195
11 H 0.251
12 H 0.256


Below is a cluster of 2 separate species, C5H8O2 in total in a non-equilibrium geometry, with properties calculated with ωB97M-V/def2-TZVPD.

Properties
energy relative to the best compared isomer or geometry (same formula, charge and spin)	4.117	eV
orbital gap	8.49	eV

Geometry (Å):
O1 3.05650 -0.02753 0.94873
O2 2.82611 0.21083 -1.29615
C1 -0.50321 0.42355 -0.50404
C2 0.10057 -1.27277 1.14013
C3 -1.89333 1.10243 -0.76449
C4 2.99571 0.02266 -0.18611
C5 -0.00311 0.14987 0.89253
H1 -1.94795 2.06124 -0.25630
H2 0.31098 1.05682 -0.83376
H3 -2.21251 1.15422 -1.78962
H4 -0.39073 -2.10004 0.45127
H5 -2.52204 0.35013 -0.29531
H6 -0.53673 -0.58877 -0.96114
H7 1.10800 -1.24947 1.29021
H8 -0.38828 -1.29317 2.16405

For each atom in turn, the Mulliken charge in e is:
1 O -0.346
2 O -0.338
3 C -0.007
4 C -0.699
5 C -1.176
6 C 0.691
7 C -0.484
8 H 0.342
9 H 0.252
10 H 0.330
11 H 0.325
12 H 0.298
13 H 0.224
14 H 0.286
15 H 0.300


Below is a cluster of 2 separate species, C4H9NO2 in total, with properties calculated with ωB97M-V/def2-TZVPD.

Properties
energy relative to the best compared isomer or geometry (same formula, charge and spin)	1.878	eV
SMILES	[H]/N=C\C.COC=O
orbital gap	10.83	eV

Geometry (Å):
O1 -1.93234 -1.25881 -0.05786
O2 -1.14155 0.06266 1.59610
N1 0.30868 0.27263 -0.92484
C1 2.18590 1.84895 -0.61754
C2 -1.43158 -2.38280 0.65616
C3 0.84956 1.24938 -0.32560
C4 -1.65490 -0.08447 0.51184
H1 -0.33919 -2.34579 0.71832
H2 -1.84150 -2.39920 1.66818
H3 2.56457 1.50384 -1.58416
H4 0.29369 1.66553 0.52298
H5 0.87424 -0.08684 -1.69373
H6 -2.00597 0.73506 -0.12623
H7 2.88081 1.53750 0.17046
H8 -1.75059 -3.25960 0.09268
H9 2.14015 2.94198 -0.60676

For each atom in turn, the Mulliken charge in e is:
1 O -0.289
2 O -0.554
3 N -0.508
4 C -1.028
5 C -0.579
6 C 0.228
7 C 0.160
8 H 0.266
9 H 0.255
10 H 0.295
11 H 0.317
12 H 0.199
13 H 0.451
14 H 0.264
15 H 0.229
16 H 0.296


Below is a structure of composition C6H6O3Pt in a non-equilibrium geometry, with properties calculated with ωB97M-V/def2-TZVPD.

Properties
multiplicity	3
orbital gap (alpha / beta)	7.41 / 7.34	eV

Geometry (Å):
Pt1 0.21898 1.59363 0.03402
O1 3.11812 -0.91987 -0.78269
O2 1.83780 0.91562 -0.92260
O3 -1.41592 1.13708 0.63618
C1 -2.63613 -0.66122 -0.42824
C2 -3.88318 0.16285 -0.12795
C3 -1.38071 -0.09466 0.17295
C4 -0.21093 -0.80437 0.22084
C5 2.11206 -0.28114 -0.49297
C6 1.08398 -0.75540 0.50144
H1 -4.78721 -0.41085 -0.37193
H2 -2.48488 -0.76736 -1.51231
H3 -3.89508 1.08914 -0.72044
H4 -2.75358 -1.68138 -0.02670
H5 0.94285 -1.96577 0.69794
H6 -3.92802 0.43662 0.93482

For each atom in turn, the Mulliken charge in e is:
1 Pt 0.604
2 O -0.557
3 O -0.554
4 O -0.586
5 C -0.342
6 C -1.128
7 C 0.472
8 C 0.242
9 C 0.906
10 C -0.858
11 H 0.365
12 H 0.258
13 H 0.280
14 H 0.321
15 H 0.266
16 H 0.309